ORCA calculation (wB97M-V/def2-TZVPD) on a structure of composition C38H53IrN5O2SSbSi3.

- orbital gap (eV) = 6.8
- highest occupied orbital energy (eV) = -7.0
- spin multiplicity = 1
- energy relative to the best compared isomer or geometry (same formula, charge and spin) (kJ/mol) = 22.4
- E_LUMO (eV) = -0.21
- M (Da) = 1042.2

Cartesian coordinates (Å):
Ir1 -0.80215 -0.49650 0.47314
C1 3.76638 0.30321 -1.63545
Sb1 1.68237 -0.20277 -1.78133
C2 1.31823 -0.64767 0.32748
C3 1.98622 0.36945 1.25755
C4 2.21012 0.05227 2.60205
C5 2.82110 0.95847 3.44700
C6 3.20898 2.18990 2.94193
C7 2.96729 2.43058 1.59953
N1 2.38441 1.55411 0.78342
Si1 2.26890 -2.35306 0.57175
C8 4.07147 -2.00428 1.03834
C9 1.67612 -3.42155 1.99716
C10 2.53598 -3.35884 -1.00196
C11 0.77283 1.80590 -2.18284
C12 0.31265 2.55422 -0.94714
C13 0.51779 3.94264 -0.86970
C14 0.15564 4.66629 0.24064
C15 -0.46345 4.00357 1.28818
C16 -0.70553 2.66045 1.12861
N2 -0.33537 1.93232 0.05939
Si2 -0.72315 1.36156 -3.25505
C17 -1.88022 2.82581 -3.36600
C18 -0.25722 0.83233 -4.98023
C19 -1.59464 -0.11159 -2.50458
Si3 2.05037 2.76039 -3.21913
C20 1.27837 4.12574 -4.25067
C21 3.33792 3.59879 -2.13102
C22 2.90570 1.64247 -4.46804
H1 4.18433 -0.28343 -0.82423
H2 3.92018 1.34926 -1.40489
H3 4.26614 0.03963 -2.56664
H4 1.90899 -0.91844 2.97766
H5 2.99950 0.70159 4.48455
H6 3.70059 2.93136 3.55683
H7 3.26085 3.37516 1.15014
H8 4.22878 -1.24475 1.80258
H9 4.67504 -1.73196 0.17287
H10 4.47875 -2.94547 1.42399
H11 2.32036 -3.29504 2.87409
H12 1.71658 -4.47362 1.70733
H13 0.64976 -3.21384 2.28405
H14 3.37026 -2.95425 -1.58515
H15 1.67258 -3.43979 -1.65680
H16 2.82213 -4.37080 -0.69179
H17 0.96142 4.45929 -1.70490
H18 0.34082 5.73276 0.28060
H19 -0.78445 4.51181 2.18699
H20 -1.27348 2.13737 1.87961
H21 -1.51135 3.57309 -4.07079
H22 -2.02180 3.32783 -2.40533
H23 -2.86089 2.48826 -3.71434
H24 0.13739 1.62889 -5.61176
H25 -1.16682 0.44936 -5.45400
H26 0.46911 0.01691 -4.95706
H27 -1.34117 -0.17129 -1.43367
H28 -1.26067 -1.05493 -2.93443
H29 -2.68466 -0.07836 -2.52637
H30 0.72891 4.86788 -3.66725
H31 0.59874 3.73192 -5.00796
H32 2.08715 4.64610 -4.77443
H33 3.26917 3.29543 -1.08513
H34 3.22268 4.68537 -2.16804
H35 4.34150 3.35833 -2.49008
H36 2.52795 1.85255 -5.47088
H37 2.78259 0.57187 -4.30264
H38 3.97859 1.85018 -4.46225
O1 -4.95169 -2.52256 0.99886
C23 -3.80555 -2.56999 0.52173
O2 -3.13433 -1.64441 0.00111
C24 -3.02773 -3.88394 0.57024
C25 -3.67703 -5.04182 0.99091
C26 -3.02327 -6.26179 1.04077
C27 -1.68520 -6.32882 0.67629
C28 -1.01182 -5.18119 0.29341
C29 -1.66268 -3.94396 0.22746
S1 -0.60090 -2.61894 -0.34926
H39 -4.72124 -4.94619 1.26078
H40 -3.54768 -7.15494 1.35778
H41 -1.15560 -7.27353 0.70910
H42 0.03809 -5.23461 0.03229
C30 -4.08358 -0.24177 2.88535
C31 -4.00226 0.48879 1.59181
N3 -2.92976 0.80646 0.89259
C32 -3.38886 1.48391 -0.22115
C33 -4.73971 1.55793 -0.19912
N4 -5.11119 0.92742 0.96593
H43 -3.15147 -0.15261 3.43686
H44 -4.30693 -1.29298 2.69339
H45 -4.87869 0.18010 3.50183
H46 -2.71554 1.85995 -0.96811
H47 -5.45146 1.98535 -0.88209
H48 -6.04907 0.72360 1.26332
C34 -1.11491 -1.43509 5.13237
C35 -1.53461 -2.35118 4.18734
C36 -1.42604 -2.03900 2.84607
N5 -0.91327 -0.87080 2.41944
C37 -0.51328 0.01831 3.34258
C38 -0.60550 -0.22433 4.69801
H49 -1.19164 -1.65479 6.18953
H50 -1.94827 -3.31121 4.46270
H51 -1.77368 -2.71356 2.08869
H52 -0.11874 0.94888 2.97609
H53 -0.26760 0.53290 5.39157

Löwdin population analysis, charges in e, atoms 1 to 2: 0.9823, -0.2931

ORCA calculation (wB97M-V/def2-TZVPD) on a structure of composition C38H54BMnO4Se3 at a distorted geometry.

- orbital gap (alpha / beta) (eV) = 5.4 / 4.6
- highest occupied orbital energy (alpha / beta) (eV) = -16.2 / -16.2
- spin multiplicity = 2
- E_LUMO (alpha / beta) (eV) = -10.86 / -11.58
- ⟨S²⟩ = 0.756
- charge = +3
- M (Da) = 877.5

Cartesian coordinates (Å):
Mn1 0.63670 -0.30670 -0.28439
C1 0.34654 -5.54605 -5.25113
C2 -1.03010 -4.97289 -4.86103
C3 -1.82409 -4.62655 -6.13267
C4 -1.79378 -6.03306 -4.06776
C5 -0.78972 -3.70524 -4.05038
C6 -1.10580 -3.59410 -2.69554
C7 -0.79196 -2.42915 -2.03684
Se1 -1.22358 -2.21525 -0.18948
C8 0.11595 -3.25135 0.69990
C9 -0.09326 -4.57872 0.95270
C10 0.85967 -5.28213 1.71244
C11 1.92879 -4.55968 2.24467
C12 2.15289 -3.20134 2.06282
C13 1.21873 -2.57747 1.22916
O1 1.29877 -1.24821 0.86791
C14 3.39160 -2.56424 2.71931
C15 3.42063 -1.03596 2.66748
C16 4.64036 -3.10419 2.00022
C17 3.43377 -2.96717 4.20784
C18 0.76363 -6.78069 1.96568
C19 -0.52416 -7.38087 1.39987
C20 1.97095 -7.44803 1.27427
C21 0.82255 -7.05606 3.48116
C22 -0.21955 -1.33348 -2.68281
O2 0.09849 -0.26532 -1.83143
C23 0.09786 -1.39035 -4.03835
C24 -0.20432 -2.59674 -4.65911
C25 0.78870 -0.29902 -4.88737
C26 0.85685 1.06635 -4.20552
C27 2.22440 -0.75653 -5.19196
C28 0.00881 -0.10825 -6.20155
H1 0.20614 -6.45394 -5.84402
H2 0.93487 -5.80614 -4.36496
H3 0.92475 -4.83910 -5.85565
H4 -2.04508 -5.54436 -6.67954
H5 -1.26238 -3.97220 -6.80613
H6 -2.77491 -4.14055 -5.89402
H7 -1.95008 -6.90602 -4.70440
H8 -2.78319 -5.67980 -3.74920
H9 -1.23417 -6.37243 -3.18662
H10 -1.58691 -4.40913 -2.16688
H11 -0.98406 -5.07401 0.58837
H12 2.64406 -5.09999 2.85283
H13 3.60727 -0.66705 1.66077
H14 4.24647 -0.68593 3.29018
H15 2.50126 -0.58611 3.05377
H16 4.60539 -2.89191 0.92584
H17 4.74076 -4.18629 2.12628
H18 5.53719 -2.63532 2.41528
H19 2.56367 -2.58155 4.74841
H20 4.33190 -2.54542 4.66456
H21 3.47723 -4.04637 4.35606
H22 -0.59158 -7.26411 0.31123
H23 -1.42065 -6.95078 1.86254
H24 -0.53514 -8.45157 1.60868
H25 1.95922 -7.26976 0.19327
H26 1.92786 -8.52794 1.44046
H27 2.92385 -7.08508 1.67416
H28 0.01577 -6.54196 4.01365
H29 1.77592 -6.75164 3.92290
H30 0.70973 -8.12857 3.65594
H31 0.04398 -2.67957 -5.71046
H32 1.47414 1.04334 -3.30858
H33 -0.14554 1.43464 -3.94873
H34 1.30973 1.77621 -4.90276
H35 2.81334 -0.85689 -4.27178
H36 2.72037 -0.03013 -5.84449
H37 2.23770 -1.72350 -5.70059
H38 -1.04656 0.11746 -6.01166
H39 0.05849 -0.98619 -6.84729
H40 0.44079 0.72311 -6.76289
C29 -0.80878 4.42885 0.75862
Se2 -0.84870 3.24917 -0.74525
C30 0.83811 3.67611 -1.58362
C31 2.09844 3.33203 -0.79774
Se3 2.44534 1.50819 -0.14160
C32 3.87971 0.98442 -1.33468
H41 -0.86886 5.45066 0.36733
H42 0.11789 4.28329 1.31176
H43 -1.67450 4.19309 1.37611
H44 0.79684 4.75797 -1.74111
H45 0.80200 3.18671 -2.54990
H46 2.19598 3.93976 0.09337
H47 2.95652 3.53361 -1.42984
H48 4.59825 1.79746 -1.32858
H49 3.50754 0.78894 -2.33175
H50 4.32986 0.09707 -0.89994
O3 -1.53359 1.47940 1.04835
B1 -0.74616 0.36054 1.14942
O4 -0.92567 -0.34392 2.30489
C33 -1.92579 0.38392 2.99273
C34 -2.49144 0.10068 4.20563
C35 -3.48302 0.98589 4.63572
C36 -3.86453 2.08252 3.87068
C37 -3.27070 2.35029 2.63943
C38 -2.30048 1.46576 2.24717
H51 -2.18922 -0.75865 4.79519
H52 -3.97094 0.81039 5.58686
H53 -4.64438 2.73980 4.23406
H54 -3.57476 3.19884 2.03423

Löwdin population analysis, charges in e, atoms 1 to 2: 0.5344, -0.0233

Question: spin multiplicity of number 1 (C38H53IrN5O2SSbSi3)?
Answer: 1

Question: The lowest M belongs to which entry?
Answer: C38H54BMnO4Se3